w | 10
Properties=species:S:1:pos:R:3:mulliken_charge:R:1 method="wB97M-V/def2-TZVPD" smiles="NC=O.SS" gap_ev=8.88
S 1.3266 -0.4780 -1.1430 -0.15
S 0.8494 1.5226 -0.7314 -0.18
H 2.1481 -0.2620 -2.1726 0.16
H 1.7410 2.1003 -1.5431 0.16
C -1.6141 -1.0293 1.6592 0.15
N -2.0135 -0.3369 0.5455 -0.35
O -0.5555 -0.8769 2.2152 -0.48
H -2.3664 -1.7308 2.0397 0.33
H -1.2432 0.0971 0.0485 0.08
H -2.5950 -0.8712 -0.0957 0.28

***

x | 10
Properties=species:S:1:pos:R:3:mulliken_charge:R:1 method="wB97M-V/def2-TZVPD" smiles="NC=O.SS" gap_ev=9.86
S 1.6218 0.0528 -1.6853 -0.16
S 2.3166 0.3571 0.1745 -0.17
H 0.2961 0.1075 -1.7137 0.17
H 2.4590 1.7672 0.3150 0.16
C -2.9266 -0.7182 0.8486 0.09
N -3.0167 -0.0218 2.1154 -0.38
O -2.1696 -0.3864 -0.0035 -0.42
H -3.6960 -1.4060 0.4317 0.29
H -2.6828 0.9363 2.2286 0.22
H -3.3574 -0.4100 3.0402 0.21

***

Stability verdict: w, ahead by 0.0203 hartree

***

w | 10
Properties=species:S:1:pos:R:3:mulliken_charge:R:1 method="wB97M-V/def2-TZVPD" smiles="NC=O.SS" gap_ev=8.83
S 1.3398 -0.0171 -2.2592 -0.20
S 1.4608 -1.8554 -1.2794 -0.15
H 0.4486 -0.4747 -3.1267 0.17
H 1.9277 -1.3430 -0.1310 0.14
C -0.8535 0.7538 0.4823 0.21
N -0.9613 0.5180 1.8208 -0.38
O -1.6222 0.3815 -0.3630 -0.51
H 0.0460 1.3498 0.2357 0.28
H -1.5463 -0.2034 2.2087 0.22
H -0.2395 0.8905 2.4118 0.22

***

x | 10
Properties=species:S:1:pos:R:3:mulliken_charge:R:1 method="wB97M-V/def2-TZVPD" gap_ev=9.11
C 0.5532 1.4939 -0.4633 -0.95
N -0.3146 -2.2006 -0.0093 -0.55
O -1.5592 1.5234 1.0267 -0.56
S -0.0686 -1.0418 1.2472 -0.03
S -0.9090 0.5988 0.1116 0.47
H 1.0961 0.9318 -1.1711 0.36
H 0.9228 1.9729 0.3656 0.35
H 0.3346 2.2863 -1.1681 0.34
H 0.6857 -2.5189 -0.2547 0.29
H -0.7411 -3.0460 0.3154 0.27

***

y | 10
Properties=species:S:1:pos:R:3:mulliken_charge:R:1 method="wB97M-V/def2-TZVPD" smiles="NC=O.SS" gap_ev=9.26
S 3.8070 -0.9987 0.0352 -0.18
S 3.1975 0.8229 0.6771 -0.17
H 2.6792 -1.7777 -0.1120 0.17
H 3.7949 1.7256 -0.3401 0.17
C -1.8819 0.3994 -0.5438 0.18
N -2.6713 -0.1812 0.4716 -0.39
O -0.8618 -0.2632 -0.7824 -0.54
H -2.1576 1.3835 -0.9180 0.32
H -2.2304 -0.8252 1.1060 0.23
H -3.6756 -0.2853 0.4064 0.20

***

Stability verdict: w, ahead by 0.0287 hartree

***

w | 18
Properties=species:S:1:pos:R:3:mulliken_charge:R:1 method="wB97M-V/def2-TZVPD" gap_ev="8.22 / 8.32"
C -1.1290 -1.3185 -0.1499 0.50
C 0.7325 2.2142 0.0236 -0.67
C 1.9416 1.5888 0.6790 -0.61
C 1.1577 0.8380 -0.3104 0.55
N -0.3814 -0.5518 0.5099 -0.54
N -2.1446 -1.8707 0.6569 -0.57
N -1.1139 -1.7453 -1.4310 -0.39
N 1.6110 0.4171 -1.5700 0.90
O 0.7931 0.0507 -2.4042 -0.66
O 2.8128 0.4469 -1.7726 -0.55
H -0.1614 2.3208 0.6166 0.25
H 0.8589 2.9824 -0.7274 0.26
H 2.9280 1.9012 0.3633 0.24
H 1.8657 1.3057 1.7153 0.24
H -2.0866 -1.4978 1.5973 0.27
H -2.1306 -2.8822 0.6764 0.22
H -0.5601 -1.2004 -2.0807 0.28
H -1.9614 -2.1500 -1.7905 0.26

***

x | 18
Properties=species:S:1:pos:R:3:mulliken_charge:R:1 method="wB97M-V/def2-TZVPD" gap_ev=10.24
C -1.2832 1.3630 0.0888 0.77
C 0.8198 -1.3855 0.0296 0.04
C -2.7287 1.6326 0.2346 -0.92
C 2.1349 -1.8795 -0.5460 -0.95
N 3.5019 0.7212 0.5555 -0.70
N 2.8490 1.5753 0.2053 1.21
N 2.2193 2.5411 0.0060 -0.93
N 0.3854 -0.2010 -0.1858 -0.39
O -0.5396 2.2602 -0.1366 -0.60
O -0.9230 0.1227 0.2584 -0.13
H 0.1093 -2.1666 0.4617 0.37
H -2.7332 2.7315 0.6034 0.27
H -3.3880 1.6711 -0.6061 0.27
H -3.1715 0.8643 0.9670 0.27
H 2.5661 -2.6471 0.0118 0.36
H 2.8324 -1.0324 -0.5497 0.28
H 1.8415 -2.3169 -1.4294 0.29
H 1.2929 2.3753 -0.1850 0.50

***

Stability verdict: x, ahead by 0.0863 hartree

***

w | 55
Properties=species:S:1:pos:R:3:mulliken_charge:R:1 method="wB97M-V/def2-TZVPD" smiles="O=C(OCC(=O)N1CCOCC1)c1cccc(S(=O)(=O)N2CCCc3ccccc32)c1" gap_ev=8.49
O -1.2764 -1.0902 -0.4617 -0.66
C -1.2268 -0.6683 0.6645 0.78
O -2.1533 -0.9254 1.5998 -0.32
C -3.2273 -1.7771 1.2128 -0.80
H -2.8572 -2.7982 1.0750 0.35
H -3.9340 -1.7569 2.0462 0.32
C -3.9341 -1.4052 -0.0986 0.98
O -4.2604 -2.2825 -0.8703 -0.68
N -4.1923 -0.1010 -0.3223 0.18
C -4.0819 1.0024 0.6049 -0.41
H -3.7219 0.6749 1.5775 0.43
H -3.3832 1.7430 0.1954 0.18
C -5.4665 1.6503 0.7684 -0.80
O -5.9992 2.0598 -0.4650 -0.38
C -6.1258 0.9666 -1.3494 -0.53
H -6.5298 1.3706 -2.2781 0.36
C -4.7714 0.3001 -1.5925 -0.78
H -4.8791 -0.5909 -2.2109 0.44
H -4.0924 1.0102 -2.0765 0.29
H -6.8293 0.2289 -0.9348 0.32
H -5.3942 2.5473 1.3856 0.35
H -6.1465 0.9295 1.2507 0.37
C -0.1418 0.2091 1.1744 -0.38
C 0.7316 0.7655 0.2443 -0.33
C 1.7733 1.5542 0.6770 0.22
C 1.9549 1.8253 2.0199 -0.26
C 1.0803 1.2801 2.9481 -0.85
C 0.0399 0.4680 2.5309 -0.50
H -0.6343 0.0282 3.2492 0.50
H 1.2155 1.4847 3.9990 0.43
H 2.7730 2.4619 2.3173 0.52
S 2.9071 2.2016 -0.5621 1.40
O 3.9016 2.9883 0.1031 -0.70
O 2.1476 2.8313 -1.6002 -0.74
N 3.5900 0.8168 -1.2152 -0.11
C 3.9884 -0.1993 -0.3446 0.01
C 4.4918 0.1337 0.9116 -0.33
C 4.8678 -0.8518 1.8034 -0.82
C 4.7567 -2.1865 1.4528 -0.71
C 4.2790 -2.5189 0.1990 -0.72
C 3.8901 -1.5466 -0.7116 0.86
C 3.3945 -1.9492 -2.0734 -1.07
C 2.5389 -0.8495 -2.6899 -0.15
C 3.2926 0.4725 -2.5893 -0.84
H 2.7130 1.2998 -2.9992 0.44
H 4.2383 0.4011 -3.1399 0.33
H 2.3272 -1.0684 -3.7368 0.43
H 1.5886 -0.7837 -2.1584 -0.09
H 2.8250 -2.8774 -1.9973 0.47
H 4.2573 -2.1463 -2.7183 0.33
H 4.1989 -3.5578 -0.0878 0.42
H 5.0484 -2.9611 2.1454 0.40
H 5.2571 -0.5737 2.7712 0.43
H 4.6114 1.1730 1.1651 0.87
H 0.5793 0.5876 -0.8084 0.58

***

x | 55
Properties=species:S:1:pos:R:3:mulliken_charge:R:1 method="wB97M-V/def2-TZVPD" smiles="C=CCOC(=O)C1=C(C)NC(SCC(=O)OCC)=C(C#N)[C@@H]1c1ccc(O)c(OC)c1" gap_ev=8.24
C 2.6458 2.8087 -3.0310 -0.64
C 2.6874 2.0745 -4.1255 -0.01
C 2.1008 0.7008 -4.2692 -0.58
H 1.3190 0.7206 -5.0411 0.35
H 2.8796 -0.0093 -4.5692 0.38
O 1.5493 0.1998 -3.0636 -0.17
C 0.2177 0.3508 -2.8877 0.22
O -0.5074 0.8197 -3.7388 -0.71
C -0.2022 -0.1376 -1.5777 -0.75
C -1.4965 -0.0668 -1.1797 0.67
N -1.8720 -0.5478 0.0511 0.21
C -1.0060 -1.2457 0.8445 0.47
C 0.2986 -1.3812 0.5256 -0.44
C 1.1777 -2.1672 1.2787 -0.56
N 1.9345 -2.8210 1.8456 -0.65
C 0.8929 -0.6377 -0.6563 0.83
C 1.7231 0.5189 -0.1387 -0.67
C 1.1089 1.6364 0.4027 -0.27
C 1.8665 2.6944 0.8758 -1.23
C 3.2478 2.6434 0.8160 0.41
C 3.8765 1.5075 0.2770 1.20
C 3.1114 0.4569 -0.1919 0.49
H 3.5777 -0.4199 -0.6115 0.52
O 5.2515 1.5637 0.2682 -0.54
C 5.9516 0.4602 -0.2496 -0.86
H 5.7108 0.2971 -1.3048 0.32
H 7.0074 0.7092 -0.1535 0.25
H 5.7389 -0.4497 0.3197 0.34
O 3.9901 3.6850 1.2742 -0.64
H 4.9221 3.4572 1.1539 0.35
H 1.4005 3.5719 1.2941 0.40
H 0.0319 1.6912 0.4514 0.38
H 1.5535 -1.3164 -1.2083 0.96
S -1.6505 -1.9507 2.3384 -0.11
C -3.2316 -2.6891 1.7459 -0.75
C -4.3480 -1.6833 1.8993 0.71
O -4.4642 -0.7004 1.2018 -0.74
O -5.1438 -1.9924 2.9028 -0.36
C -6.2269 -1.1000 3.1974 -0.24
C -7.4331 -1.3867 2.3165 -1.11
H -7.1912 -1.1952 1.2738 0.32
H -7.7408 -2.4238 2.4244 0.31
H -8.2554 -0.7407 2.6093 0.36
H -5.8844 -0.0705 3.0545 0.31
H -6.4540 -1.2765 4.2499 0.32
H -3.1009 -2.9825 0.7060 0.37
H -3.4113 -3.5566 2.3764 0.42
H -2.8419 -0.4419 0.3430 0.08
C -2.6093 0.4972 -1.9952 -1.52
H -2.7421 -0.0864 -2.9042 0.33
H -2.3658 1.5082 -2.3141 0.32
H -3.5377 0.5036 -1.4284 0.30
H 3.1593 2.4351 -5.0297 0.39
H 3.0798 3.7927 -2.9944 0.32
H 2.1784 2.4575 -2.1267 -0.07

***

Stability verdict: w, ahead by 0.0223 hartree

***

w | 51
Properties=species:S:1:pos:R:3:mulliken_charge:R:1 method="wB97M-V/def2-TZVPD" smiles="CCCCN(CC(=O)Nc1c(C)cccc1CC)C(=O)SCC" gap_ev=9.31
C -5.2022 -1.0912 1.0558 -1.24
C -4.2526 -1.8191 0.1127 -0.22
C -3.0500 -2.4287 0.8344 -0.66
C -1.9803 -1.4030 1.2215 -1.31
N -1.3397 -0.8079 0.0673 0.47
C -1.4813 0.4615 -0.3333 0.61
O -0.8534 0.9644 -1.2468 -0.77
S -2.6686 1.4412 0.5802 -0.17
C -2.5911 2.9765 -0.3964 -0.27
C -3.4617 2.8929 -1.6340 -1.16
H -3.0930 2.1142 -2.2982 0.29
H -4.4917 2.6689 -1.3645 0.31
H -3.4357 3.8417 -2.1661 0.39
H -2.9253 3.7602 0.2822 0.46
H -1.5441 3.1277 -0.6567 0.14
C -0.3313 -1.6132 -0.6066 -1.44
H -0.6002 -2.6649 -0.5140 0.43
H -0.2964 -1.3294 -1.6611 0.43
C 1.0407 -1.3941 0.0550 0.66
O 1.4944 -2.1795 0.8601 -0.68
N 1.6282 -0.2504 -0.3462 0.29
C 2.8247 0.3015 0.1802 0.10
C 2.7473 1.5667 0.7724 1.00
C 3.9021 2.1459 1.2737 -0.86
C 5.1125 1.4816 1.1963 -0.91
C 5.1754 0.2353 0.6042 -0.88
C 4.0417 -0.3742 0.0805 0.59
C 4.1643 -1.6998 -0.6158 -0.62
C 3.9801 -1.5579 -2.1279 -1.09
H 4.0964 -2.5248 -2.6120 0.34
H 4.7229 -0.8749 -2.5357 0.33
H 2.9923 -1.1710 -2.3654 0.30
H 5.1551 -2.1127 -0.4173 0.48
H 3.4275 -2.3971 -0.2165 0.18
H 6.1234 -0.2783 0.5374 0.38
H 6.0062 1.9382 1.5948 0.39
H 3.8490 3.1215 1.7348 0.38
C 1.4299 2.2760 0.8716 -1.06
H 1.5441 3.2215 1.3956 0.41
H 1.0220 2.4794 -0.1194 0.25
H 0.7060 1.6656 1.4129 0.21
H 1.0542 0.3856 -0.8924 0.22
H -1.2019 -1.8929 1.8157 0.28
H -2.4238 -0.6098 1.8245 0.72
H -2.5972 -3.1898 0.1958 0.27
H -3.3864 -2.9243 1.7464 0.48
H -4.8001 -2.6201 -0.3888 0.37
H -3.9009 -1.1299 -0.6575 0.18
H -5.5660 -1.7687 1.8253 0.36
H -4.7078 -0.2520 1.5369 0.29
H -6.0576 -0.7084 0.5046 0.34

***

x | 51
Properties=species:S:1:pos:R:3:mulliken_charge:R:1 method="wB97M-V/def2-TZVPD" smiles="C[C@H]1CC[C@H](N2CCN(S(=O)(=O)Cc3ccccc3)CC2)CC1" gap_ev=9.11
C -2.0083 -3.1155 5.5304 -1.71
H -2.3530 -2.7292 6.4870 0.41
H -1.4710 -4.0443 5.7085 0.41
H -2.8790 -3.3359 4.9164 0.35
C -1.1082 -2.0987 4.8346 0.77
C -1.8433 -0.7806 4.6002 -0.96
C -0.9455 0.2244 3.8871 -1.01
H -0.0693 0.4429 4.4997 0.25
H -1.4880 1.1595 3.7454 0.40
C -0.4601 -0.3152 2.5331 0.82
N 0.3539 0.7327 1.9052 0.17
C -0.4328 1.7346 1.2099 -1.09
C -0.8882 1.2814 -0.1850 -0.57
N 0.2798 0.9228 -0.9642 0.02
S 0.0278 0.7000 -2.6160 1.19
O 0.1383 -0.6890 -2.9603 -0.67
O -1.1619 1.4044 -2.9895 -0.69
C 1.4700 1.5941 -3.2988 -1.11
C 1.3594 1.4797 -4.7762 0.43
C 0.6184 2.4082 -5.4978 -0.23
C 0.4532 2.2615 -6.8632 -0.64
C 1.0206 1.1828 -7.5205 -0.39
C 1.7514 0.2488 -6.8059 -0.65
C 1.9180 0.3941 -5.4405 -0.24
H 2.4763 -0.3417 -4.8815 0.35
H 2.1892 -0.5983 -7.3129 0.37
H 0.8892 1.0676 -8.5862 0.38
H -0.1241 2.9882 -7.4152 0.37
H 0.1641 3.2408 -4.9823 0.36
H 2.3532 1.1093 -2.8963 0.51
H 1.3739 2.6114 -2.9346 0.49
C 1.0445 -0.1308 -0.3315 -0.38
H 1.9173 -0.3361 -0.9519 0.64
C 1.4682 0.3528 1.0646 -1.48
H 2.0735 -0.4044 1.5585 0.49
H 2.0831 1.2504 0.9375 0.45
H 0.4501 -1.0525 -0.2635 0.30
H -1.4008 2.0838 -0.7138 0.55
H -1.5766 0.4278 -0.1017 0.23
H -1.3065 1.9957 1.8062 0.39
H 0.1930 2.6254 1.1018 0.44
C 0.2900 -1.6239 2.7837 -0.76
C -0.6117 -2.6332 3.4928 -1.27
H -0.0587 -3.5625 3.6467 0.39
H -1.4714 -2.8603 2.8575 0.32
H 0.6244 -2.0620 1.8420 0.31
H 1.1656 -1.4242 3.4050 0.37
H -1.3413 -0.5501 1.9131 -0.03
H -2.1733 -0.3642 5.5543 0.39
H -2.7329 -0.9687 3.9938 0.33
H -0.2402 -1.9035 5.4746 0.24

***

Stability verdict: w, ahead by 0.0658 hartree